{"formula": "C3H7ClN2S", "method": "the ωB97M-V functional and the def2-TZVPD basis", "lumo_ev": 0.56, "smiles": "[H]/N=C(\\CCCl)NS", "multiplicity": 1, "gap_ev": 9.42, "species": ["N", "H", "S", "H", "H", "H", "H", "C", "H", "C", "N", "H", "C", "Cl"], "xyz": [[0.900785, -1.173029, 0.065694], [-1.400476, -0.164225, -1.835852], [1.741102, -2.369930, -0.759423], [0.826688, -1.336533, 1.074212], [-1.703121, 0.943242, 0.062920], [-1.062839, 0.099255, 1.483213], [1.086558, 1.264379, 1.301605], [0.177897, 1.619672, 0.763955], [0.676714, -2.923682, -1.399167], [-0.194239, -0.518193, -0.443014], [-0.627848, -0.776689, -1.613361], [-0.264953, 2.281818, 1.506717], [-0.799800, 0.509124, 0.487057], [0.643533, 2.544790, -0.694558]], "forces_ev_per_a": [[-0.12, 0.16, 1.51], [-0.15, 0.07, -0.10], [-0.08, -0.40, -0.66], [0.16, 0.08, -0.61], [-0.05, -0.21, -0.13], [0.07, -0.12, -0.51], [-0.38, 0.05, -0.91], [0.76, 0.32, 1.34], [0.24, 0.04, 0.21], [-0.93, -0.10, -0.75], [0.42, -0.05, 0.31], [-0.15, 0.43, -0.39], [0.29, -0.05, 0.33], [-0.09, -0.22, 0.37]], "nbo_charge": [-0.7704, 0.3432, 0.1937, 0.3892, 0.2300, 0.2257, 0.2180, -0.3661, 0.1238, 0.4299, -0.6899, 0.2148, -0.4895, -0.0527]}

=====

{"formula": "C2H8S3", "method": "the ωB97M-V functional and the def2-TZVPD basis", "lumo_ev": [3.24, 3.23], "multiplicity": 2, "gap_ev": [3.79, 6.81], "charge": -1, "species": ["H", "C", "H", "H", "H", "H", "S", "H", "H", "S", "S", "H", "C"], "xyz": [[-4.181016, -1.697704, 1.795111], [-3.415173, -2.205338, 1.218299], [-0.243008, -0.303106, 0.561284], [-3.890369, -2.882601, 0.502406], [-3.156413, -0.243232, 0.373151], [1.291337, -0.250921, -2.161630], [1.689599, 1.025948, -2.214808], [-2.155424, -1.471882, -0.419859], [3.232913, 0.488635, 0.205344], [-1.103523, -0.654867, 1.529856], [2.247758, 1.368374, -0.055364], [-2.835085, -2.703610, 1.992819], [-2.556076, -1.128683, 0.536009]], "forces_ev_per_a": [[-0.44, 0.02, -0.05], [0.26, 0.74, 0.39], [-0.08, 0.11, -0.11], [0.21, 0.00, 0.24], [-0.07, 0.15, -0.25], [-0.11, -0.04, 0.11], [-0.48, -0.37, -2.64], [-0.23, 0.02, 0.06], [0.07, 0.06, -0.15], [-0.02, -0.11, 0.44], [0.42, 0.25, 2.70], [0.13, -0.58, -0.35], [0.35, -0.26, -0.39]], "lowdin_spin": [0.0000, 0.0000, 0.0002, 0.0000, 0.0000, 0.0332, 0.4725, 0.0005, 0.0380, 0.0098, 0.4453, 0.0000, 0.0004]}

=====

{"formula": "C45H111N9O3", "method": "the ωB97M-V functional and the def2-TZVPD basis", "lumo_ev": 0.47, "smiles": "CCN(CC)CC.CCN(CC)CC.CCN(CC)CC.CCN(CC)CC.CCN(CC)CC.CCN(CC)CC.CN(C)C=O.CN(C)C=O.CN(C)C=O", "multiplicity": 1, "gap_ev": 8.59, "species": ["H", "H", "H", "H", "C", "C", "H", "C", "H", "H", "H", "H", "H", "C", "C", "N", "H", "H", "C", "N", "N", "C", "H", "H", "C", "N", "H", "C", "H", "H", "H", "H", "C", "C", "H", "H", "H", "H", "H", "C", "H", "C", "N", "H", "H", "H", "H", "H", "H", "C", "C", "H", "H", "H", "H", "O", "H", "H", "C", "C", "C", "C", "N", "H", "C", "H", "H", "H", "H", "C", "C", "C", "H", "H", "C", "H", "N", "H", "C", "H", "H", "H", "H", "H", "H", "H", "H", "H", "H", "H", "H", "N", "H", "C", "H", "H", "H", "H", "C", "H", "H", "H", "C", "H", "H", "H", "C", "H", "H", "C", "H", "H", "H", "H", "H", "H", "H", "H", "H", "H", "H", "N", "H", "H", "C", "H", "H", "H", "H", "C", "H", "C", "H", "H", "O", "C", "H", "H", "H", "H", "C", "H", "H", "C", "C", "H", "C", "H", "C", "C", "H", "H", "C", "H", "C", "H", "O", "H", "H", "H", "C", "H", "H", "H", "C", "H", "C", "H"], "xyz": [[-1.772526, 0.183933, -3.612043], [0.645734, -6.211567, 2.373477], [-4.453426, 0.825733, 4.915587], [-3.124446, 1.213043, -3.889313], [-4.791216, 1.671853, 0.810507], [4.647014, 4.417813, -0.103433], [-4.136576, 1.109163, 1.476037], [-8.393296, 2.803483, 1.226547], [5.599974, -6.297997, 2.476907], [5.545184, -5.428397, 5.388777], [-1.912326, 2.778553, -5.195753], [1.044474, -0.010067, -1.650073], [-3.636406, 4.378933, -0.662003], [5.456254, -5.472937, 1.779257], [-2.043266, 1.230453, -3.752003], [0.273534, -7.205887, 0.457517], [-0.529766, 0.945043, 4.896697], [6.339754, -4.836217, 1.733297], [-0.515286, 0.418273, 3.942537], [4.284664, -4.778067, 2.319157], [-0.317796, -1.197247, -0.730533], [-3.817936, 0.853633, 5.800727], [0.997314, 0.514783, -5.854743], [1.921704, 1.791883, -3.341923], [6.700834, 3.945033, -3.213423], [-6.216376, 1.673453, 1.292087], [-0.733236, -2.705647, -5.222253], [0.467894, 3.010093, -5.798073], [-1.791386, -0.058437, 0.168247], [-4.581676, 4.799213, 0.690287], [1.301394, 4.852593, 2.679357], [-1.630986, -2.365147, 3.399377], [-0.977316, 4.584663, -0.823693], [-0.736366, -5.057767, -3.675873], [1.820914, -4.055877, 2.173637], [1.852414, -5.493287, -5.280693], [2.267154, -2.464917, 2.657197], [4.285474, 2.588293, -2.864413], [-9.017286, 1.910703, 1.267557], [0.520904, -7.191067, 1.911857], [2.533654, 0.073623, -3.734753], [-0.607446, -7.979187, -0.137443], [-1.398056, 4.109503, 0.491107], [0.837624, -5.562447, -6.611603], [-0.207746, 2.659173, -1.451613], [2.779354, 1.413483, -4.775673], [-3.580546, 6.158303, -0.000843], [-1.267986, -2.462057, 0.636377], [-1.235046, 4.386393, -6.120913], [-2.934956, -0.412447, 5.797127], [-7.025386, 2.670683, 0.533937], [1.600604, -6.557347, -1.271963], [4.125734, 3.659933, 0.481347], [3.202864, 3.174913, -1.705303], [3.802664, -5.374547, 5.512867], [-0.731836, -6.092267, -3.116563], [2.084004, -2.796927, 0.936077], [-4.520016, 0.946673, 6.629297], [1.196414, -6.274317, -0.300043], [2.441094, -3.208997, 1.879897], [4.608764, -4.348357, 3.753667], [-3.154706, -3.134867, 4.709367], [5.126994, 3.780133, -1.345013], [5.485434, 4.950883, 1.827717], [-1.424676, 1.831413, -4.965053], [-9.162516, 3.389473, 0.723537], [-0.349136, 0.076733, 1.109587], [-5.633276, 3.941693, 2.600127], [-0.158986, 1.214753, 3.289267], [-0.256116, 3.965703, 1.437957], [-5.729336, 3.148283, 3.341327], [5.681344, 4.718233, -2.352973], [0.554454, 3.359913, 1.032867], [-0.611206, 5.611113, -0.845143], [5.783744, 4.929043, 0.779557], [4.313024, -6.632687, 0.336347], [-2.550886, -0.813287, 4.447997], [-0.389346, 0.829303, -0.452733], [-4.528666, 0.860833, -0.483883], [5.895524, 5.964103, 0.456687], [-3.367506, -3.178127, 5.777517], [6.388764, 2.929053, -3.455293], [-2.046146, -0.175667, 6.381977], [0.594824, -5.408747, -0.577493], [-7.202636, 1.475213, 3.137187], [0.334344, -3.238687, -6.341463], [-2.980186, -4.181797, 4.461197], [0.059484, 3.923203, -2.584803], [-0.257106, -7.699057, 2.481727], [-4.787676, 2.912243, 3.836957], [7.510364, 3.709723, -2.522493], [-0.098386, -4.796677, -4.810473], [-1.952546, -0.374037, 2.575017], [0.853434, 0.836883, -4.823413], [-0.493126, -7.958517, -1.232303], [6.023454, -6.781057, 0.097497], [-6.497516, 3.573083, 0.225517], [4.511144, 1.335513, -0.083423], [4.219744, 2.792983, -1.795823], [6.728324, 4.388303, 0.838437], [-1.214866, -4.098737, -3.423893], [-3.284566, 1.799113, 5.702347], [4.626114, -5.457037, 4.803477], [7.028764, 4.428963, -4.133413], [-6.328736, 3.599263, 4.132177], [0.122294, -0.456857, 4.068027], [-0.704316, -0.062827, 0.088567], [3.752544, -3.985577, 0.457637], [0.443744, 5.059603, -5.981083], [0.558504, -0.995267, -1.723763], [-4.305406, 2.639393, 0.684237], [0.957164, -2.892057, -4.874913], [1.350204, -7.845477, 2.180387], [-0.630366, 3.459983, 2.328047], [3.750714, 0.685523, -1.424023], [-5.643336, 0.968053, 3.134807], [4.504564, -2.734967, 1.529567], [-2.353536, 5.742373, 1.744327], [6.016244, 5.735293, -2.149213], [3.806834, -3.641907, 3.968017], [-8.319816, 3.456333, 2.096317], [0.007424, 2.066773, -4.807983], [-1.927716, 1.776923, -2.815993], [4.489964, -6.464627, 4.410647], [-0.838386, -2.512587, -0.364113], [3.893304, 5.161973, -0.360823], [0.510464, -6.797637, -5.520023], [-4.845326, -0.176177, -0.372353], [0.251714, 0.085243, -4.312443], [5.251014, -6.084237, 0.422887], [-1.113816, -2.259337, 5.011917], [0.469974, 5.200423, 2.066297], [1.976654, -5.871097, 0.345517], [-1.763956, 4.399713, -1.555193], [1.041154, -1.879587, -2.449053], [0.036834, 3.719533, -1.514243], [1.521724, 3.205823, -5.599993], [-1.512506, -2.966157, -1.090713], [-4.912796, 1.454173, -1.313643], [4.760294, 4.949343, -2.888093], [2.059144, 0.994893, -4.072683], [0.418364, 2.644273, -6.823653], [-0.186146, 5.762703, 2.730727], [-3.668806, 5.085043, 0.167737], [-0.266116, 4.311943, -5.627223], [-2.501916, 1.047033, 3.621447], [-2.011826, -2.166377, 4.401147], [-3.481826, -1.209647, 6.300617], [-1.952796, 0.107973, 3.552647], [0.094494, -3.411387, -5.292303], [-7.362266, 2.282123, -0.427123], [-3.475016, 0.835573, -0.761873], [0.826114, -5.754507, -5.538723], [5.574004, -3.846527, 3.821237], [-6.227286, 1.824893, 2.798767], [0.724314, 5.929523, 1.296987], [-1.444546, -8.669447, 0.428607], [-1.628496, 1.089533, -5.737173], [-2.919406, 4.157673, 1.945577], [-0.081396, -3.285807, -0.233013], [-2.516426, 4.822963, 1.181967], [5.450144, 1.120283, -1.647893], [5.270574, -5.408037, -0.431783], [-0.384696, 4.515913, -4.563063], [3.876884, -3.624637, 1.478597], [0.966444, 3.875513, -0.966893], [4.516764, 1.418243, -1.170273], [-4.077246, -2.789917, 4.242437]], "forces_ev_per_a": [[0.25, 0.02, 0.17], [0.11, 0.13, -0.54], [-0.13, -0.17, -0.10], [-0.21, -0.10, -0.15], [0.28, -1.53, -0.33], [0.85, -1.73, -0.26], [-0.41, 0.28, 0.96], [-0.52, 1.96, -0.21], [0.53, 0.05, 0.05], [0.01, -0.11, -0.08], [0.03, -0.29, -0.07], [-0.46, 0.31, -0.53], [0.25, 0.62, -0.29], [-0.47, -0.45, 0.17], [-1.23, -0.37, 0.94], [3.19, 2.21, 1.18], [-0.02, -0.20, 0.38], [0.32, 0.20, 0.31], [-0.16, 1.19, 0.37], [1.17, 0.74, 0.76], [-0.20, -0.27, 0.83], [-0.40, -0.07, -0.79], [0.12, -0.23, -0.23], [0.08, -0.47, 0.56], [-0.02, -0.19, 0.90], [1.59, 0.74, -0.18], [-0.48, -0.51, 0.82], [0.18, 0.12, 0.68], [-0.06, 0.19, -0.09], [-0.28, 0.68, -0.05], [0.20, 0.12, -0.36], [-0.19, 0.13, -0.32], [-0.99, -0.56, -0.72], [0.26, 2.86, -1.47], [0.16, -0.24, -0.30], [0.09, -0.74, 0.60], [0.61, 0.17, 0.03], [0.37, 0.41, -0.21], [0.94, -0.56, 0.92], [-0.63, -1.20, 0.30], [-0.39, 0.03, 0.41], [-1.18, -1.16, -0.62], [1.13, 0.71, 1.63], [-0.60, 0.56, -0.07], [-0.15, -0.03, 0.19], [0.58, 0.22, 0.14], [-0.71, -0.26, -1.00], [-0.46, 0.28, -0.26], [0.24, 0.12, -0.11], [0.05, 1.37, -0.23], [-1.48, -1.61, 0.14], [-0.01, -0.97, 0.31], [-0.18, -0.25, -0.24], [-0.59, -0.28, 0.43], [-0.05, 0.30, 0.02], [-0.40, -2.79, 2.00], [-0.73, 0.23, 0.18], [0.35, -0.22, 0.29], [-1.49, 0.54, 0.20], [-0.06, 0.26, -0.73], [-1.01, -0.24, -1.43], [0.13, -0.49, 0.77], [2.15, 1.58, 1.98], [-0.41, 0.24, 0.03], [0.64, -0.40, 0.26], [0.54, 0.58, -1.17], [0.64, -0.85, 0.01], [0.27, -0.26, -0.21], [0.67, -0.43, -0.42], [0.10, 0.30, 0.76], [0.20, -0.03, 0.85], [-1.84, -1.54, -1.62], [-0.36, -0.29, -0.33], [-0.26, 0.36, -0.04], [-0.68, 1.17, 0.20], [-0.12, -0.02, 0.25], [-1.44, -1.43, 0.53], [-0.25, 0.10, 0.11], [-0.22, 1.19, -0.11], [0.86, 0.10, 0.35], [0.04, 0.13, 0.12], [-0.62, 0.17, -0.26], [0.30, -0.20, 0.48], [-0.10, 0.23, 0.07], [-0.35, 0.78, -0.01], [-0.22, -1.39, -0.48], [0.25, 0.09, -0.38], [0.48, 0.29, 0.21], [-0.63, 0.25, -0.54], [0.38, 0.60, -0.25], [0.57, 0.45, -0.24], [2.14, 0.43, -3.94], [-0.39, 0.45, -0.25], [-4.10, -0.32, -0.33], [-0.21, 0.08, -0.06], [0.27, -0.21, 0.66], [-0.01, 0.53, 0.77], [0.58, 0.56, 0.07], [-0.54, -0.82, -0.64], [-0.16, -0.17, -0.89], [-0.60, -0.18, 0.96], [0.33, -0.09, 0.24], [-0.41, -0.42, 0.21], [0.07, 0.18, 0.24], [-0.40, -0.28, 0.02], [0.13, 0.15, -0.47], [-0.77, 0.73, -0.59], [0.54, 0.08, 0.02], [-0.51, 0.49, -0.31], [2.07, -1.82, 0.10], [-0.37, 0.37, 0.15], [0.01, -0.28, 0.88], [0.65, 0.37, -0.33], [-0.25, -0.52, -0.16], [-0.11, -0.03, -0.53], [0.55, 0.28, 0.01], [0.55, -0.07, -0.13], [0.87, 0.33, -0.32], [0.42, -0.44, 1.33], [0.25, 0.14, 0.29], [-0.05, -0.93, 0.84], [0.39, -0.60, -0.28], [0.50, 0.11, -0.02], [0.27, 0.04, -0.35], [0.41, -0.55, 0.18], [-0.04, 0.59, 0.24], [0.30, 0.13, 0.98], [-0.49, 0.22, -0.39], [-0.18, -0.29, -0.26], [-0.30, -0.43, -1.46], [-0.01, -0.37, 0.62], [-1.27, 0.26, -0.69], [0.04, -0.55, 0.11], [-0.89, 1.05, 0.52], [-1.13, 1.03, 0.52], [0.98, -0.50, 0.97], [0.14, -0.07, 0.00], [-0.35, 0.47, 0.01], [-0.78, -0.73, -0.38], [-0.06, 0.28, -1.17], [3.10, 1.26, -0.09], [-0.20, -0.24, -0.39], [-0.18, -0.14, 0.15], [0.58, -0.28, 1.62], [0.70, 0.87, -0.11], [-0.21, -0.01, -0.67], [-0.65, 0.22, -0.45], [0.18, -0.02, -0.25], [0.97, 0.02, 0.84], [0.37, 1.00, -0.18], [0.76, -0.69, -0.31], [0.32, 0.08, 0.57], [-0.80, 1.00, -0.02], [0.09, 0.38, -0.40], [-0.78, -1.10, -1.71], [0.67, -0.10, 0.00], [0.27, 0.11, -0.10], [-0.02, 0.17, -0.82], [0.32, -0.45, 0.07], [0.63, 0.35, -0.28], [-0.78, -1.31, -1.39], [0.13, -0.31, 0.58], [-0.23, 0.60, 0.24], [-0.17, -0.05, 0.00], [-1.47, -0.95, 1.62], [0.62, -0.24, -0.77], [-0.79, 0.02, -0.28], [0.17, -0.03, -0.25]], "lowdin_charge": [0.0654, 0.0717, 0.0426, 0.0765, -0.2383, -0.2464, 0.0939, -0.1052, 0.1060, 0.0686, 0.1004, 0.1265, 0.0639, -0.2761, -0.0914, -0.1413, 0.0703, 0.1154, -0.0773, -0.1717, -0.1489, -0.0794, 0.1235, 0.0743, -0.0810, -0.1409, 0.0804, -0.2767, 0.0703, 0.0325, 0.0708, 0.1020, -0.2705, -0.4074, 0.0579, 0.0869, 0.0596, 0.0986, 0.0841, -0.0432, 0.0838, -0.3755, -0.1406, 0.0707, 0.0508, 0.0766, 0.0786, 0.0828, 0.0716, -0.2237, -0.2375, 0.0861, 0.1005, 0.0948, 0.0647, 0.0511, 0.0536, 0.0745, -0.0227, -0.0949, -0.2189, -0.0838, -0.2168, 0.0626, -0.2569, 0.0633, 0.0748, 0.0633, 0.0529, -0.2435, -0.0764, -0.2217, 0.0911, 0.1204, -0.0842, 0.0654, -0.2209, 0.0626, -0.0795, 0.0625, 0.0567, 0.0564, 0.1054, 0.0577, 0.1025, 0.0779, 0.0692, 0.0572, 0.0793, 0.0496, 0.0708, -0.1381, 0.0892, -0.2701, 0.1270, 0.0725, 0.0963, 0.0667, -0.2993, 0.0772, 0.1275, 0.0661, -0.0925, 0.0695, 0.0731, 0.0710, -0.0424, 0.0960, 0.0760, -0.3350, 0.0748, 0.0699, 0.0874, 0.0911, 0.0495, 0.0873, 0.1164, 0.1031, 0.1139, 0.0949, 0.0666, -0.1754, 0.0595, 0.0665, -0.0190, 0.1116, 0.0862, 0.0797, 0.0870, -0.1058, 0.1098, -0.0806, 0.0547, 0.0994, -0.0175, -0.0983, 0.1125, 0.0885, 0.0632, 0.0998, -0.1205, 0.1185, 0.0550, -0.0841, -0.0954, 0.1033, -0.2463, 0.1023, -0.2676, -0.0829, 0.1027, 0.0338, -0.0197, 0.1046, -0.2454, 0.0633, -0.0059, 0.1204, 0.0895, 0.0600, -0.2320, 0.0754, 0.0667, 0.0631, -0.2341, 0.0534, -0.0586, 0.0827]}